# C4H8O2

C4H8O2 in the gas phase (wB97M-V/def2-TZVPD, the Open Molecules 2025 dataset).

Geometry as XYZ:
```
14
C4H8O2, DFT wB97M-V/def2-TZVPD
C -1.036 0.236 -0.908
C -0.161 0.482 0.285
O -0.089 1.774 0.828
C 0.001 -0.586 1.308
C 1.049 -0.444 0.233
O 1.086 -1.473 -0.733
H -2.107 0.191 -0.715
H -0.704 -0.722 -1.308
H -0.819 0.986 -1.676
H -0.276 2.437 0.151
H 0.296 -0.251 2.302
H -0.702 -1.412 1.288
H 2.029 -0.078 0.518
H 1.433 -1.139 -1.574
```

E_LUMO   0.8 eV
HOMO-LUMO gap   9.8 eV
Total energy   -8371.1947 eV
Spin multiplicity   1

---

# C10H8N2O2

A molecular structure, C10H8N2O2 at a distorted geometry (wB97M-V/def2-TZVPD, the Open Molecules 2025 dataset).

Geometry as XYZ:
```
22
C10H8N2O2, DFT wB97M-V/def2-TZVPD
C -0.962 0.371 0.797
C 0.598 -1.376 0.238
C -2.045 0.703 1.206
C 0.865 -2.550 0.255
C 1.461 0.536 -1.976
C 1.209 0.948 -0.066
C 0.888 2.698 -1.596
C 0.285 0.000 0.240
C -3.333 1.113 1.704
C 1.212 -3.948 0.302
N 0.926 1.591 -2.432
N 0.935 2.293 -0.256
O 2.262 0.505 -0.867
O 0.749 3.840 -1.930
H 1.405 -0.379 -2.553
H -3.953 1.468 0.882
H -3.207 1.924 2.422
H -3.835 0.279 2.193
H 0.315 -4.561 0.381
H 1.841 -4.131 1.174
H 1.764 -4.228 -0.595
H 0.620 2.905 0.478
```

E_LUMO   -0.3 eV
HOMO-LUMO gap   8.3 eV
Total energy   -17570.0559 eV
Spin multiplicity   1